Computed, not measured: C29H19Br2CaN4O7Si as an isolated structure in a non-equilibrium geometry, with ωB97M-V/def2-TZVPD.

Positions of all 63 atoms, in Å:
Ca (1.211, 0.034, 0.222)
O (0.932, -1.063, 4.249)
C (0.900, -1.252, 3.046)
O (1.671, -0.684, 2.176)
C (-0.113, -2.287, 2.509)
C (-0.604, -3.138, 3.476)
C (-1.471, -4.168, 3.137)
C (-1.885, -4.381, 1.849)
C (-1.422, -3.520, 0.873)
C (-0.540, -2.433, 1.133)
O (-0.139, -1.638, 0.215)
N (-1.936, -3.827, -0.500)
O (-2.546, -4.878, -0.632)
O (-1.712, -3.061, -1.414)
N (-1.963, -5.081, 4.193)
O (-1.605, -4.870, 5.337)
O (-2.723, -5.977, 3.866)
H (-0.286, -2.979, 4.495)
H (-2.555, -5.188, 1.594)
Br (2.364, 0.199, -6.846)
C (2.047, 0.087, -4.999)
C (0.761, 0.059, -4.508)
C (0.592, -0.025, -3.131)
N (1.622, -0.074, -2.289)
C (2.862, -0.048, -2.777)
C (3.132, 0.032, -4.131)
C (3.993, -0.123, -1.741)
C (5.321, -0.123, -2.133)
C (6.288, -0.211, -1.140)
Br (8.097, -0.212, -1.626)
C (5.915, -0.300, 0.185)
C (4.560, -0.292, 0.480)
N (3.621, -0.201, -0.462)
H (-0.101, 0.103, -5.157)
H (-0.400, -0.045, -2.697)
H (4.136, 0.054, -4.522)
H (5.613, -0.058, -3.168)
H (6.646, -0.372, 0.976)
H (4.193, -0.364, 1.498)
C (-2.561, 3.339, 4.165)
C (-2.378, 2.055, 3.671)
C (-1.734, 1.872, 2.455)
C (-1.263, 2.942, 1.685)
C (-1.462, 4.222, 2.212)
C (-2.097, 4.422, 3.431)
Si (-0.339, 2.572, 0.049)
C (-1.754, 2.269, -1.222)
C (-2.184, 3.204, -2.170)
C (-3.148, 2.896, -3.122)
C (-3.727, 1.634, -3.153)
C (-3.329, 0.684, -2.221)
C (-2.355, 1.002, -1.283)
H (-3.050, 3.493, 5.120)
H (-2.712, 1.195, 4.237)
H (-1.585, 0.852, 2.107)
H (-1.113, 5.081, 1.650)
H (-2.230, 5.429, 3.809)
H (0.033, 3.986, -0.345)
H (-1.749, 4.197, -2.158)
H (-3.453, 3.650, -3.840)
H (-4.481, 1.394, -3.893)
H (-3.761, -0.309, -2.227)
H (-2.041, 0.226, -0.589)

Kohn-Sham gap: 5.50 eV
Energy above the lowest of the compared OMol25 structures with the same formula, charge and spin: 15.67 kJ/mol
Total charge: -1
Strongest force on any atom: 1.13 eV/A
Lowest unoccupied orbital energy: 0.93 eV